Record 1
Computed, not measured: a structure of composition C39H35AsF6MoN7S3SeSi, with ωB97M-V/def2-TZVPD.

Calculated values
* net charge: +2
* multiplicity: 4
* energy relative to the best compared isomer or geometry (same formula, charge and spin): 849.7 kJ/mol
* E_HOMO (alpha / beta): -13.13 / -13.12 eV

Element x y z (Å)
Mo  -0.977  0.882  -0.550
S  -2.168  -4.979  3.394
C  -2.782  -4.949  4.983
C  -3.019  -3.668  5.417
C  -2.687  -2.701  4.421
C  -2.203  -3.261  3.246
C  -1.763  -2.583  2.008
C  -1.797  -1.219  1.881
N  -1.405  -0.550  0.771
C  -0.897  -1.157  -0.438
C  -0.865  -2.568  -0.299
C  -0.418  -3.404  -1.315
C  0.023  -2.908  -2.524
C  0.044  -1.546  -2.793
C  0.526  -1.204  -4.082
C  0.626  0.105  -4.545
C  0.215  1.045  -3.636
N  -0.250  0.749  -2.399
C  -0.383  -0.580  -1.847
C  1.134  0.420  -5.897
C  1.571  -0.442  -6.894
C  1.994  0.228  -8.080
C  1.873  1.591  -7.968
S  1.255  2.052  -6.448
C  -1.282  -3.239  0.879
H  -2.941  -5.871  5.525
H  -3.410  -3.431  6.398
H  -2.806  -1.637  4.580
H  -2.146  -0.566  2.673
H  -0.403  -4.486  -1.182
H  0.357  -3.632  -3.268
H  0.834  -2.010  -4.746
H  0.229  2.111  -3.842
H  1.594  -1.519  -6.794
H  2.368  -0.268  -8.968
H  2.117  2.341  -8.708
H  -1.222  -4.327  0.896
F  -1.261  2.779  -0.094
As  -1.521  4.528  0.324
F  -0.610  5.019  -1.170
F  -3.071  4.524  -0.624
F  -1.780  6.277  0.741
F  -2.432  4.036  1.817
F  0.029  4.531  1.271
C  -5.754  -2.005  0.881
Si  -5.656  -0.296  0.138
C  -6.445  0.924  1.310
C  -6.550  -0.293  -1.500
Se  -3.467  0.253  -0.183
H  -6.818  -2.279  1.039
H  -5.220  -2.017  1.853
H  -5.283  -2.735  0.191
H  -7.508  0.651  1.466
H  -6.385  1.944  0.877
H  -5.910  0.902  2.281
H  -7.613  -0.566  -1.341
H  -6.077  -1.031  -2.181
H  -6.491  0.718  -1.952
N  7.516  -2.485  5.203
C  6.577  -1.977  4.749
C  5.416  -1.349  4.187
C  4.795  -0.292  4.855
C  3.662  0.323  4.309
C  3.135  -0.115  3.083
C  3.764  -1.178  2.417
C  4.898  -1.790  2.968
N  1.980  0.511  2.526
C  1.256  1.559  3.056
C  0.239  1.814  2.167
N  0.303  0.963  1.104
C  1.346  0.199  1.341
H  5.187  0.064  5.807
H  3.219  1.140  4.870
H  3.406  -1.563  1.466
H  5.371  -2.613  2.434
H  1.499  2.038  3.991
H  -0.535  2.567  2.242
H  1.675  -0.590  0.680
N  5.617  3.665  -0.937
C  5.169  2.468  -1.439
S  6.314  1.543  -2.243
C  3.728  2.099  -1.229
C  2.851  2.943  -0.541
C  1.531  2.549  -0.378
N  1.030  1.389  -0.846
C  1.885  0.585  -1.506
C  3.220  0.890  -1.720
H  6.593  3.900  -1.086
H  5.068  4.342  -0.429
H  3.149  3.896  -0.125
H  0.820  3.178  0.150
H  1.458  -0.345  -1.874
H  3.830  0.178  -2.264
H  -2.087  0.812  -1.984

Löwdin atomic charge list, values in e, 4 entries: Mo 1.495; S 1.083; C -0.363; C -0.141

Record 2
Computed, not measured: a structure of composition C39H35ClFeN4O6PS, with ωB97M-V/def2-TZVPD.

Calculated values
* net charge: +1
* energy relative to the best compared isomer or geometry (same formula, charge and spin): 0.0 kJ/mol
* E_HOMO: -10.21 eV

Element x y z (Å)
Fe  0.336  -0.166  0.639
O  2.782  -3.054  0.829
Cl  1.612  -2.387  1.249
O  0.948  -3.064  2.304
O  1.914  -0.995  1.678
O  0.692  -2.167  0.101
N  -2.535  2.406  -0.839
C  -2.810  2.112  -2.198
C  -3.220  3.099  -3.079
C  -3.442  2.777  -4.411
C  -3.215  1.487  -4.869
C  -2.779  0.507  -3.988
C  -2.607  0.815  -2.647
S  -2.160  -0.415  -1.459
N  -1.190  0.532  -0.422
C  -1.503  1.758  -0.207
C  -0.657  2.470  0.778
C  -0.777  3.808  1.108
C  0.095  4.347  2.041
C  1.055  3.532  2.612
C  1.116  2.204  2.225
N  0.283  1.685  1.327
H  -2.656  3.375  -0.593
H  -3.370  4.112  -2.725
H  -3.781  3.544  -5.095
H  -3.376  1.242  -5.910
H  -2.590  -0.502  -4.334
H  -1.528  4.437  0.651
H  0.022  5.390  2.316
H  1.753  3.911  3.345
H  1.847  1.523  2.639
C  1.430  -0.499  -2.637
P  1.780  0.394  -1.093
C  1.691  2.153  -1.589
C  0.658  2.565  -2.434
C  0.475  3.905  -2.737
C  1.321  4.863  -2.194
C  2.361  4.465  -1.368
C  2.548  3.122  -1.070
C  3.532  0.063  -0.753
C  4.090  0.541  0.433
C  5.407  0.272  0.756
C  6.184  -0.503  -0.097
C  5.636  -1.000  -1.267
C  4.317  -0.717  -1.596
H  0.419  -0.262  -2.965
H  1.476  -1.570  -2.443
H  2.132  -0.219  -3.422
H  -0.005  1.837  -2.883
H  -0.321  4.196  -3.411
H  1.185  5.910  -2.433
H  3.043  5.201  -0.962
H  3.380  2.832  -0.443
H  3.482  1.116  1.120
H  5.827  0.651  1.678
H  7.211  -0.727  0.160
H  6.232  -1.614  -1.928
H  3.909  -1.121  -2.513
C  -1.335  -3.796  4.499
O  -2.194  -2.962  3.724
C  -2.405  -3.290  2.434
C  -1.830  -4.382  1.793
C  -2.166  -4.683  0.485
C  -3.094  -3.913  -0.204
C  -3.662  -2.822  0.426
C  -3.304  -2.489  1.724
N  -4.005  -1.413  2.339
C  -3.670  -0.521  3.256
C  -2.442  -0.147  3.807
C  -2.508  0.485  5.083
C  -1.390  0.727  5.817
C  -0.137  0.335  5.287
C  -0.016  -0.200  4.037
C  -1.159  -0.390  3.200
O  -1.077  -0.705  1.969
H  -1.317  -3.354  5.491
H  -0.328  -3.809  4.082
H  -1.731  -4.811  4.558
H  -1.110  -4.995  2.314
H  -1.706  -5.536  0.005
H  -3.371  -4.161  -1.219
H  -4.388  -2.205  -0.090
H  -4.986  -1.409  2.100
H  -4.542  -0.025  3.674
H  -3.486  0.725  5.487
H  -1.454  1.176  6.797
H  0.753  0.468  5.890
H  0.945  -0.501  3.646

Löwdin atomic charge list, values in e, 4 entries: Fe 0.300; O -0.236; Cl 0.749; O -0.267

Record 3
Computed, not measured: a structure of composition C39H35ClMnN2Si2, with ωB97M-V/def2-TZVPD.

Calculated values
* multiplicity: 6
* E_HOMO (alpha / beta): -5.10 / -6.47 eV

Element x y z (Å)
C  2.299  -2.068  4.430
C  2.495  -0.804  3.779
C  1.204  -0.222  3.553
H  3.450  -0.331  3.565
C  0.214  -1.139  4.043
C  0.899  -2.266  4.601
H  0.432  -3.099  5.122
H  3.084  -2.727  4.799
H  1.006  0.753  3.130
H  -0.857  -0.964  4.056
Mn  1.350  -2.064  2.488
Si  0.084  -0.522  0.279
C  1.409  0.552  -0.435
C  1.381  0.813  -1.817
H  0.622  0.346  -2.433
C  2.278  1.695  -2.401
H  2.219  1.901  -3.472
C  3.238  2.325  -1.603
H  3.936  3.026  -2.054
C  3.320  2.025  -0.237
H  4.090  2.484  0.388
C  2.418  1.137  0.349
H  2.490  0.907  1.411
C  -1.242  0.463  1.144
C  -1.118  1.857  1.314
H  -0.255  2.387  0.913
C  -2.089  2.558  2.037
H  -1.976  3.636  2.187
C  -3.185  1.884  2.584
H  -3.938  2.430  3.148
C  -3.290  0.493  2.455
H  -4.111  -0.050  2.933
C  -2.335  -0.213  1.725
H  -2.418  -1.294  1.611
H  -0.475  -1.448  -0.739
Si  -2.362  1.454  -4.037
C  -3.710  2.333  -3.105
C  -3.904  3.726  -3.173
H  -3.307  4.333  -3.859
C  -4.868  4.337  -2.363
H  -5.001  5.419  -2.409
C  -5.675  3.571  -1.516
H  -6.418  4.052  -0.875
C  -5.558  2.176  -1.535
H  -6.237  1.562  -0.942
C  -4.596  1.558  -2.338
H  -4.545  0.467  -2.382
C  -1.110  2.740  -4.534
C  -0.379  3.413  -3.539
H  -0.582  3.223  -2.482
C  0.611  4.335  -3.898
H  1.198  4.813  -3.116
C  0.844  4.641  -5.243
H  1.628  5.350  -5.513
C  0.048  4.048  -6.228
H  0.189  4.325  -7.276
C  -0.933  3.113  -5.882
H  -1.586  2.676  -6.648
H  -2.870  0.625  -5.171
Cl  -1.613  -0.026  -2.828
C  5.279  -3.149  1.235
C  5.199  -4.548  1.278
C  3.962  -5.152  1.494
C  2.841  -4.346  1.704
N  2.944  -2.976  1.718
C  4.136  -2.381  1.444
C  1.523  -4.851  2.003
C  1.177  -6.202  2.073
C  -0.132  -6.548  2.395
C  -1.074  -5.537  2.636
C  -0.678  -4.203  2.608
N  0.599  -3.876  2.293
H  6.212  -2.629  1.053
H  6.084  -5.156  1.136
H  3.830  -6.234  1.530
H  4.124  -1.292  1.411
H  1.954  -6.943  1.880
H  -0.424  -7.592  2.452
H  -2.113  -5.747  2.861
H  -1.336  -3.365  2.832

Löwdin atomic charge list, values in e, 4 entries: C -0.146; C -0.160; C -0.191; H 0.119